1 | 22
Properties=species:S:1:pos:R:3:lowdin_charge:R:1 method="wB97M-V/def2-TZVPD" lumo_ev="0.4074 / 0.4077" smiles="CC1=[S@@H](C)=C[C@@H](C)C1" spin_multiplicity=1 gap_ev="7.16 / 7.16"
C 0.719 0.524 -1.746 -0.3014
C -0.973 0.760 0.255 -0.5376
C -1.394 -0.349 -0.738 -0.2117
C -0.205 -0.748 -1.647 -0.4925
C -1.777 1.010 1.503 -0.1475
C 0.581 -1.972 -1.221 -0.1012
C 1.983 0.401 1.576 -0.1393
S 0.653 1.060 -0.065 1.0226
H 1.785 0.426 -2.069 0.0447
H -2.002 -1.151 -0.387 0.0995
H -1.949 0.114 -1.592 0.1129
H -0.607 -0.866 -2.662 0.1176
H -1.431 0.590 2.505 0.0760
H -2.635 0.339 1.434 0.0532
H -2.185 2.135 1.527 0.1096
H 0.622 -2.019 -0.093 0.0885
H 1.607 -1.781 -1.488 0.0430
H 0.248 -2.954 -1.823 0.1201
H 1.184 0.295 2.344 0.0066
H 2.522 -0.498 1.609 -0.0249
H 2.686 1.311 1.784 0.0434
H 0.845 2.330 0.122 0.0184


2 | 22
Properties=species:S:1:pos:R:3:lowdin_charge:R:1 method="wB97M-V/def2-TZVPD" lumo_ev=0.8745 spin_multiplicity=1 gap_ev=8.86
C -1.142 0.765 -0.683 -0.1248
C -0.454 -0.350 -1.361 -0.3441
C 0.143 0.277 -0.179 -0.2950
C 0.078 -0.024 -2.774 -0.0487
C 1.398 1.081 -0.190 -0.0841
C -0.704 -0.153 2.768 -0.1665
C 0.217 -0.824 1.756 -0.6319
S -0.046 -2.483 1.409 0.7355
H -1.236 1.709 -1.240 0.1185
H -2.006 0.735 -0.095 0.0836
H -1.086 -1.217 -1.283 0.1175
H -0.768 0.037 -3.454 0.0734
H 0.813 -0.864 -3.086 0.1000
H 0.722 0.863 -2.507 0.0754
H 1.076 2.101 -0.507 0.0948
H 2.233 0.627 -0.784 0.0947
H 1.839 1.090 0.835 0.0709
H -0.467 0.862 2.874 0.0455
H -0.626 -0.609 3.807 0.0896
H -1.790 -0.341 2.580 0.0811
H 1.307 -0.655 1.910 0.0571
H 0.499 -2.625 0.205 -0.1425


It comes down to 2, which is 3.860 eV more stable than the next structure.


1 | 10
Properties=species:S:1:pos:R:3:lowdin_charge:R:1 method="wB97M-V/def2-TZVPD" lumo_ev=0.7632 smiles=Nc1nc(Cl)co1 spin_multiplicity=1 gap_ev=9.31
C 0.337 -0.358 0.451 -0.4760
C -0.061 0.678 -1.327 -0.7810
C -1.259 0.502 -0.724 -0.1045
H 1.845 -0.960 1.584 0.0981
H 0.340 -0.980 2.387 0.1269
H -2.264 0.762 -0.920 0.1099
N 0.855 -1.067 1.491 0.1576
N 0.962 0.142 -0.578 0.1224
O -1.000 -0.176 0.448 0.0624
Cl 0.247 1.460 -2.811 0.6842


2 | 10
Properties=species:S:1:pos:R:3:lowdin_charge:R:1 method="wB97M-V/def2-TZVPD" lumo_ev=0.7634 smiles=Cc1noc(Cl)n1 spin_multiplicity=1 gap_ev=11.16
C 0.408 1.331 -0.927 -0.0204
C -0.150 0.169 -0.078 -0.4174
C -0.500 -1.368 1.284 -0.9492
H -0.059 1.521 -1.851 0.0366
H 1.437 1.188 -1.420 0.1054
H 0.218 2.316 -0.298 0.1166
N -0.021 -0.887 -0.722 0.1156
N -0.468 -0.113 1.184 0.1243
O -0.145 -1.992 0.160 0.0179
Cl -0.721 -2.165 2.667 0.8705


It comes down to 1, which is 2.439 eV more stable than the next structure.


1 | 65
Properties=species:S:1:pos:R:3:lowdin_spin:R:1 method="wB97M-V/def2-TZVPD" lumo_ev="0.3798 / 0.3747" s_squared=2.005 spin_multiplicity=3 gap_ev="4.73 / 4.81"
O -0.564 -0.880 -0.637 0.0022
C -1.393 -2.018 -0.150 0.0020
C -1.099 -2.840 -1.381 0.0003
H -2.432 -1.686 -0.080 0.0002
H -0.995 -2.413 0.791 0.0003
C -0.346 -1.622 -1.915 0.0005
H -1.992 -3.061 -1.957 0.0000
H -0.485 -3.726 -1.192 0.0000
C -1.069 -0.912 -3.042 0.0001
H -2.109 -0.699 -2.768 0.0000
H -1.064 -1.534 -3.950 0.0000
H -0.566 0.033 -3.278 0.0001
C 1.126 -1.836 -2.172 0.0002
H 1.576 -2.400 -1.348 0.0000
H 1.642 -0.869 -2.273 0.0001
H 1.263 -2.394 -3.107 0.0000
Tm 0.498 0.711 0.541 1.9960
C 2.697 0.713 1.690 -0.0003
C 1.707 0.521 2.701 0.0004
C 1.091 -0.750 2.482 0.0008
H 1.495 1.213 3.516 0.0006
C 1.701 -1.335 1.324 -0.0021
C 2.687 -0.422 0.825 0.0000
H 3.372 -0.611 -0.003 0.0000
H 3.366 1.570 1.613 0.0003
H 0.350 -1.235 3.118 0.0009
H 1.550 -2.355 0.976 -0.0001
C 0.705 3.457 0.126 0.0020
C 1.524 2.582 -0.802 -0.0057
C 0.677 1.867 -1.652 0.0033
H 2.606 2.708 -0.896 -0.0004
C -0.689 2.061 -1.197 -0.0027
C -0.675 2.859 -0.050 -0.0041
H -1.534 3.253 0.494 0.0002
H 0.705 4.508 -0.230 0.0012
H 0.969 1.324 -2.550 0.0009
H -1.571 1.673 -1.710 -0.0001
O -3.314 -4.163 -2.253 0.0000
C -2.982 -4.908 -3.463 0.0000
C -4.071 -5.956 -3.743 0.0000
H -1.995 -5.382 -3.326 0.0000
H -2.894 -4.178 -4.284 0.0000
C -4.987 -5.926 -2.498 0.0000
H -3.627 -6.940 -3.912 0.0000
H -4.625 -5.671 -4.640 0.0000
C -4.575 -4.659 -1.728 0.0000
H -4.814 -6.810 -1.879 0.0000
H -6.046 -5.899 -2.764 0.0000
H -4.442 -4.852 -0.654 0.0000
H -5.333 -3.869 -1.851 0.0000
C 3.476 3.914 4.313 0.0001
C 2.483 4.783 3.538 0.0002
C 1.486 5.394 4.524 0.0000
C 3.266 5.907 2.849 0.0001
C 1.757 3.963 2.525 0.0012
C 1.227 3.492 1.527 0.0012
H 4.041 4.533 5.019 0.0000
H 4.187 3.434 3.629 0.0000
H 2.954 3.130 4.874 0.0000
H 2.004 6.034 5.248 0.0000
H 0.747 6.005 3.992 0.0000
H 0.959 4.605 5.066 0.0000
H 4.008 5.487 2.162 0.0000
H 2.594 6.559 2.280 0.0000
H 3.792 6.518 3.594 0.0000


2 | 65
Properties=species:S:1:pos:R:3:lowdin_spin:R:1 method="wB97M-V/def2-TZVPD" lumo_ev="0.0137 / 0.0040" s_squared=2.029 spin_multiplicity=3 gap_ev="3.86 / 4.90"
O 2.035 -0.623 -1.457 -0.0023
C 2.540 -1.987 -1.955 -0.0011
C 3.961 -1.517 -1.890 -0.0001
H 2.215 -2.178 -2.977 -0.0003
H 2.239 -2.825 -1.313 -0.0002
C 3.444 -0.147 -1.438 0.0002
H 4.483 -1.543 -2.835 0.0000
H 4.449 -2.067 -1.094 0.0000
C 3.562 1.013 -2.411 0.0003
H 2.722 1.005 -3.117 0.0001
H 4.494 0.977 -2.988 0.0000
H 3.545 1.970 -1.881 0.0001
C 3.926 0.074 -0.022 -0.0003
H 3.705 -0.780 0.622 0.0000
H 3.519 0.941 0.497 -0.0001
H 5.014 0.199 -0.025 0.0000
Tm -0.196 -0.317 -1.061 1.0866
C 0.158 -0.555 1.776 0.0169
C -1.156 -0.967 1.405 0.0126
C -1.044 -2.196 0.683 -0.0035
H -2.069 -0.485 1.741 0.0013
C 0.363 -2.515 0.593 0.0149
C 1.087 -1.519 1.306 0.0011
H 2.142 -1.548 1.589 -0.0001
H 0.425 0.270 2.437 0.0013
H -1.859 -2.888 0.445 -0.0002
H 0.786 -3.430 0.167 0.0012
C -1.302 2.381 0.993 0.0799
C 0.140 2.126 0.573 0.2733
C 0.239 2.102 -0.812 0.1018
H 0.969 2.232 1.268 0.0115
C -1.124 1.915 -1.338 0.1084
C -2.019 2.006 -0.281 0.2100
H -3.086 2.124 -0.399 0.0124
H -1.414 3.481 1.125 0.0479
H 1.084 2.389 -1.446 0.0085
H -1.336 1.763 -2.401 0.0061
O -0.357 -0.414 -3.134 0.0019
C 0.576 -0.228 -4.375 -0.0003
C -0.055 -0.926 -5.560 -0.0002
H 1.497 -0.710 -4.060 0.0001
H 0.710 0.838 -4.573 0.0002
C -1.360 -1.551 -5.070 -0.0002
H 0.593 -1.695 -5.980 0.0000
H -0.258 -0.208 -6.355 0.0000
C -1.589 -1.119 -3.608 -0.0024
H -1.317 -2.654 -5.108 0.0000
H -2.193 -1.213 -5.697 0.0000
H -1.657 -2.011 -2.980 -0.0015
H -2.458 -0.456 -3.489 -0.0003
C -1.738 -0.257 5.229 0.0000
C -2.537 0.995 4.823 -0.0005
C -4.043 0.687 4.787 -0.0002
C -2.249 1.957 5.990 -0.0002
C -2.096 1.500 3.464 -0.0024
C -1.767 1.857 2.344 0.0173
H -2.125 -0.632 6.190 0.0000
H -0.693 0.025 5.392 0.0000
H -1.763 -1.047 4.473 0.0002
H -4.390 0.289 5.754 0.0000
H -4.623 1.594 4.570 0.0000
H -4.260 -0.048 4.003 0.0000
H -1.162 2.078 6.088 0.0000
H -2.715 2.939 5.867 0.0000
H -2.612 1.528 6.939 0.0000


It comes down to 1, which is 1.864 eV more stable than the next structure.